{
  "formula": "C16H24N2O2",
  "method": "ωB97M-V/def2-TZVPD",
  "e_tot_ha": -884.09807,
  "charge": 0,
  "homo_ev": -7.09,
  "smiles": "CCCCOC(=O)Nc1ccc(N2CCCCC2)cc1",
  "relative_energy_ev": 0.8881,
  "symbols": ["O", "O", "N", "N", "C", "C", "C", "C", "C", "C", "C", "C", "C", "C", "C", "C", "C", "C", "C", "C", "H", "H", "H", "H", "H", "H", "H", "H", "H", "H", "H", "H", "H", "H", "H", "H", "H", "H", "H", "H", "H", "H", "H", "H"],
  "xyz": [[3.64000, 0.62015, 0.10833], [2.47672, -1.27986, 0.49394], [-4.04372, -0.22318, 0.75272], [1.44210, 0.75417, 0.20822], [-5.58700, -0.01568, -1.43426], [-0.41222, -0.80301, 0.61043], [-1.76810, -1.01716, 0.73757], [2.49761, -0.09225, 0.29236], [-4.62564, -1.48561, 0.34080], [6.01717, 0.81669, -0.01196], [0.07480, 0.47131, 0.34220], [7.69137, -0.90304, -0.86555], [-0.83262, 1.51597, 0.20717], [-2.19021, 1.29806, 0.32121], [7.36957, 0.13806, 0.20042], [4.84608, -0.13842, 0.17068], [-5.01021, 0.84149, 0.84493], [-5.83090, -1.26182, -0.58809], [-2.69780, 0.02109, 0.58720], [-5.58243, 1.22372, -0.53253], [1.67912, 1.71989, 0.02837], [7.38520, -0.33366, 1.18517], [-4.98527, 2.01050, -0.99501], [-4.61902, -0.11403, -1.93077], [-6.59673, 1.60548, -0.40524], [7.63810, -0.46082, -1.85789], [-3.86959, -2.05955, -0.19792], [5.90241, 1.63053, 0.70682], [-6.74764, -1.13258, -0.01014], [-2.85381, 2.13735, 0.18828], [-6.35077, 0.08077, -2.20679], [8.69590, -1.29293, -0.71831], [-4.93437, -2.06571, 1.22216], [-5.96071, -2.13875, -1.22321], [-0.47212, 2.51422, -0.00138], [0.27824, -1.62060, 0.73010], [8.14449, 0.90767, 0.18928], [4.82013, -0.90445, -0.61098], [6.99516, -1.73583, -0.82009], [-4.56404, 1.70144, 1.34470], [-5.82046, 0.47811, 1.48682], [5.97071, 1.24788, -1.01356], [4.89934, -0.64464, 1.14171], [-2.10885, -2.01099, 0.98205]]
}

---

{
  "formula": "C31H33AsKN4S2",
  "method": "ωB97M-V/def2-TZVPD",
  "e_tot_ha": -5052.23043,
  "charge": -1,
  "homo_ev": -3.80,
  "symbols": ["As", "K", "S", "S", "N", "N", "N", "N", "C", "C", "C", "C", "C", "C", "C", "C", "C", "C", "C", "C", "C", "C", "C", "C", "C", "C", "C", "C", "C", "C", "C", "C", "C", "C", "C", "C", "C", "C", "C", "H", "H", "H", "H", "H", "H", "H", "H", "H", "H", "H", "H", "H", "H", "H", "H", "H", "H", "H", "H", "H", "H", "H", "H", "H", "H", "H", "H", "H", "H", "H", "H", "H"],
  "xyz": [[-2.38244, 2.27900, -0.05309], [0.23280, 0.17998, 0.62076], [5.20136, -0.70535, -0.55244], [0.67778, 3.28836, 0.20847], [2.94732, 0.18965, 0.18789], [2.73540, -1.06619, -1.76847], [-2.15204, -1.63486, -0.07282], [3.83558, 0.60704, 1.13103], [-0.39922, -3.41458, -0.25023], [-7.14382, 2.28695, -0.14778], [-1.80254, 3.11716, -4.16047], [-0.59617, 4.45570, 0.40263], [0.66901, -5.33396, 0.77439], [-1.69179, -2.83277, -0.78578], [-1.33032, 1.91417, -4.66889], [-1.47444, 0.94208, -2.47179], [-6.43732, 2.40368, 1.04215], [-1.95711, 2.14055, -1.95944], [-6.45147, 2.20280, -1.34633], [-4.34205, 2.35944, -0.17406], [-5.05040, 2.43020, 1.02559], [6.18829, 0.52264, 1.82502], [-2.27640, -1.88179, 1.35407], [1.88452, -3.31626, 0.30563], [3.48399, -0.53611, -0.75158], [-1.27856, 6.76865, 0.80119], [0.78598, -2.64140, -0.25688], [-0.29659, 5.80476, 0.68520], [-1.16100, 0.82942, -3.82134], [-5.06165, 2.24171, -1.35982], [-0.45580, -4.71784, 0.24386], [-1.96577, 4.14599, 0.25547], [-3.43999, -1.22424, -0.60581], [5.04510, 0.23067, 0.90522], [6.37780, -0.57498, 2.87100], [1.85218, -4.61614, 0.81241], [-2.95298, 5.12317, 0.36444], [-2.62271, 6.44166, 0.63755], [-2.11034, 3.22897, -2.81179], [0.74589, 6.07305, 0.80543], [-1.58472, -2.55827, -1.84058], [-4.53660, 2.17877, -2.30500], [-8.22643, 2.25776, -0.13864], [-3.80947, -0.34951, -0.07063], [7.20255, -0.33842, 3.54510], [-0.76448, -0.10493, -4.19985], [-3.01580, -2.67157, 1.57636], [-1.92032, 3.97542, -4.81106], [3.21009, -1.80241, -2.27235], [2.85210, -2.81234, 0.36111], [-3.39309, 7.19849, 0.71932], [-0.99279, 7.79263, 1.01730], [-4.19180, -2.02743, -0.51070], [5.97105, 1.47660, 2.30649], [-2.60091, -0.96568, 1.85401], [-1.08030, 1.82898, -5.71944], [-3.34862, -0.96669, -1.66180], [5.47036, -0.69111, 3.46321], [0.61541, -6.34919, 1.15092], [-1.39896, -5.25843, 0.21792], [-1.31964, -2.20692, 1.76464], [-6.99251, 2.10808, -2.28034], [-2.45506, 4.17585, -2.41149], [-4.51126, 2.51165, 1.96408], [-1.30492, 0.07981, -1.83320], [6.59212, -1.53409, 2.39639], [7.10423, 0.65469, 1.24502], [-2.48535, -3.60220, -0.73498], [2.75162, -5.06053, 1.22828], [-3.99255, 4.84891, 0.22986], [-6.96460, 2.46877, 1.98629], [1.82697, -1.45026, -1.37423]]
}

---

{
  "formula": "C4H12NP",
  "method": "ωB97M-V/def2-TZVPD",
  "e_tot_ha": -555.66576,
  "charge": 0,
  "homo_ev": -8.26,
  "smiles": "CCNP(C)C",
  "relative_energy_ev": 1.3770,
  "symbols": ["P", "N", "C", "C", "C", "C", "H", "H", "H", "H", "H", "H", "H", "H", "H", "H", "H", "H"],
  "xyz": [[0.50617, 0.33603, 1.09243], [-0.59190, 0.06524, -0.25269], [-0.67538, -0.53617, 2.24438], [-0.02774, 0.81290, -1.55534], [1.74341, -1.04901, 0.71506], [-1.23286, 1.03785, -2.47713], [-1.23725, 0.71974, 0.09683], [2.62219, -0.87733, 1.36799], [0.74312, 0.14127, -1.80920], [0.44750, 1.78002, -1.27672], [-1.77396, 1.99915, -2.39427], [-0.20007, -1.40468, 2.64155], [2.13854, -0.71781, -0.30250], [-0.86678, 0.84623, -3.50681], [-1.04746, 0.08297, 3.06508], [1.30042, -2.02891, 0.78110], [-1.81755, 0.11456, -2.23958], [-1.56995, -0.90858, 1.74918]]
}

---

{
  "formula": "C25H21N3O5PPd",
  "method": "ωB97M-V/def2-TZVPD",
  "e_tot_ha": -1974.88141,
  "charge": 1,
  "homo_ev": [-11.51, -11.51],
  "relative_energy_ev": 0.2925,
  "symbols": ["Pd", "P", "O", "O", "O", "O", "O", "N", "N", "N", "C", "C", "C", "C", "C", "C", "C", "C", "C", "C", "C", "C", "C", "C", "C", "C", "C", "C", "C", "C", "C", "C", "C", "C", "C", "H", "H", "H", "H", "H", "H", "H", "H", "H", "H", "H", "H", "H", "H", "H", "H", "H", "H", "H", "H", "H"],
  "xyz": [[0.62284, -0.32325, -2.07782], [0.75140, -0.26708, 0.32398], [0.58595, 1.92242, -2.20491], [-3.50799, 3.77937, -1.74797], [-0.93112, 3.55389, -2.00156], [-5.16098, 2.29132, -1.59357], [0.21658, -2.94262, -3.79970], [-1.35414, -0.01692, -2.00582], [2.64674, 0.00615, -1.93867], [-3.50432, 0.15769, -1.82175], [-0.64747, -2.70376, 3.28961], [0.17932, -1.69172, 1.27143], [4.58230, -0.39155, 1.78946], [-0.26396, -1.57273, 2.58666], [3.31825, -0.17803, -0.65620], [0.80091, 2.35431, 1.25946], [-1.95911, 2.45968, 1.56359], [0.18690, 3.54260, 1.61998], [-3.02496, 1.43988, -1.89067], [-1.19024, 3.59784, 1.76644], [-1.35183, 1.27048, 1.20383], [5.32963, -0.36105, 0.62094], [-2.62358, -2.17494, -1.75843], [4.70230, -0.24810, -0.61025], [0.23517, -2.94711, 0.67177], [-0.59467, 2.37272, -2.08298], [-0.14225, -4.07434, 1.37921], [-3.99662, 2.56798, -1.74270], [-1.66935, 1.32532, -2.01151], [-2.47922, -0.70681, -1.87857], [2.55283, -0.22290, 0.50405], [3.20222, -0.32507, 1.73234], [0.54468, -1.98586, -3.30120], [0.03374, 1.21120, 1.05159], [-0.58627, -3.95235, 2.68846], [-0.99170, -2.60816, 4.30957], [2.61971, -0.37231, 2.64381], [5.28455, -0.20669, -1.52076], [-1.66785, 4.52926, 2.03399], [6.40700, -0.42535, 0.66569], [3.19545, -0.42617, -2.67857], [-0.31640, -0.60170, 3.06131], [-4.49078, -0.04343, -1.71824], [-1.95973, 0.38695, 1.03985], [-3.15483, -2.58344, -2.61799], [0.58047, -3.04549, -0.35358], [-1.64803, -2.64933, -1.68819], [2.60463, 1.01484, -2.13738], [0.78499, 4.42914, 1.77120], [-3.03320, 2.50303, 1.67672], [-3.18472, -2.42378, -0.85818], [1.87425, 2.32653, 1.12139], [-0.88542, -4.83222, 3.23927], [-2.50619, 3.78715, -1.84210], [-0.09381, -5.04583, 0.90922], [5.07790, -0.47962, 2.74442]]
}

---

{
  "formula": "C5H10NO2",
  "method": "ωB97M-V/def2-TZVPD",
  "e_tot_ha": -401.64185,
  "multiplicity": 2,
  "charge": 0,
  "homo_ev": [-9.66, -9.61],
  "relative_energy_ev": 1.4576,
  "symbols": ["O", "O", "N", "C", "C", "C", "C", "C", "H", "H", "H", "H", "H", "H", "H", "H", "H", "H"],
  "xyz": [[3.53115, 0.53316, 0.32254], [-2.93303, -0.68908, -1.32391], [-0.96082, -1.51972, 0.40936], [2.35243, 0.71845, 0.13612], [-0.11700, 0.74738, 0.66412], [1.30655, 0.33058, 1.13160], [-0.68375, -0.26356, -0.31313], [-2.07113, 0.23710, -0.95974], [1.46858, 0.76201, 2.11821], [-2.49683, 1.00721, -0.29042], [2.05953, 1.11013, -0.86034], [-1.93022, -1.54827, 0.71257], [0.01616, 1.72065, 0.15959], [0.10411, -0.43940, -1.03223], [-1.71480, 0.78910, -1.84985], [1.25045, -0.75771, 1.21862], [-0.92623, -2.31704, -0.19522], [-0.81767, 0.99202, 1.46232]]
}

---

{
  "formula": "C2H7B",
  "method": "ωB97M-V/def2-TZVPD",
  "e_tot_ha": -105.13934,
  "charge": 0,
  "homo_ev": -9.35,
  "smiles": "BCC",
  "relative_energy_ev": 1.9428,
  "symbols": ["C", "C", "B", "H", "H", "H", "H", "H", "H", "H"],
  "xyz": [[-0.09586, 0.72147, 0.20390], [-1.19790, -0.30653, -0.02847], [1.58556, -0.18470, -0.12922], [0.23604, 1.09202, 1.09527], [-0.11710, 1.48594, -0.42890], [1.42227, -1.33234, 0.08350], [-1.38732, -1.09211, 0.82786], [2.50855, 0.31379, -0.53773], [-0.79965, -0.91071, -0.83288], [-2.15461, 0.21316, -0.25334]]
}